{
  "formula": "C3H10NOS2",
  "method": "ωB97M-V with the def2-TZVPD basis set",
  "species": ["C", "C", "C", "N", "O", "S", "S", "H", "H", "H", "H", "H", "H", "H", "H", "H", "H"],
  "xyz": [[-0.813, -1.466, 0.686], [-1.418, 0.663, -0.146], [1.525, 0.421, -0.568], [-0.649, -0.491, -0.367], [-1.072, 1.710, -1.081], [2.412, -1.060, -0.730], [1.795, 1.510, 0.692], [-0.761, -0.968, 1.621], [-1.834, -1.856, 0.566], [-0.071, -2.344, 0.491], [-1.291, 1.070, 0.844], [-2.416, 0.489, -0.433], [0.912, 0.759, -1.354], [-0.777, -0.866, -1.340], [-1.214, 2.706, -0.755], [2.916, -1.168, 0.534], [2.755, 0.892, 1.343]],
  "atomic_forces_ev_per_a": [[1.18, -2.22, -1.52], [1.21, 4.41, -0.88], [2.21, -0.77, 0.58], [-2.14, -1.91, -0.96], [0.04, 2.11, 0.71], [-0.06, -0.16, -0.08], [-0.72, 1.45, 0.46], [0.47, 0.11, 0.91], [0.03, -0.18, 0.08], [-1.35, 1.70, 0.74], [-0.13, -0.48, 0.59], [-1.73, -1.03, 0.22], [-0.31, 0.39, -0.99], [0.82, 0.40, 0.95], [0.30, -3.57, -0.58], [-0.35, 0.14, -0.48], [0.54, -0.38, 0.25]],
  "multiplicity": 3,
  "homo_energy_ev": [-10.433, -13.140],
  "total_energy_ha": -1046.228784,
  "gap_ev": [7.4, 5.2],
  "max_force_ev_per_a": 4.66,
  "s2": 2.0093,
  "e_above_lowest_kcal_mol": 14.6,
  "total_charge": 1
}

{
  "formula": "C3H5N3S",
  "method": "ωB97M-V with the def2-TZVPD basis set",
  "species": ["C", "C", "C", "H", "H", "H", "H", "H", "N", "N", "N", "S"],
  "xyz": [[1.254, -1.027, 0.073], [1.366, 0.318, 0.057], [0.030, 0.876, -0.127], [-2.115, 0.260, 1.219], [-0.128, -2.160, -0.373], [2.046, -1.884, -0.276], [2.153, 1.018, -0.109], [-1.257, 2.378, -0.228], [-0.687, -0.213, -0.385], [-0.049, -1.324, 0.138], [-0.267, 2.098, 0.040], [-2.349, -0.339, -0.029]],
  "atomic_forces_ev_per_a": [[4.59, 0.15, -0.84], [0.78, 0.17, -0.78], [2.03, 1.61, 1.25], [-0.83, -0.61, -0.87], [-1.46, -1.09, -1.01], [-1.98, 2.34, 1.69], [0.85, -0.23, 0.29], [1.48, -0.86, 0.53], [-4.35, -2.34, -0.90], [0.49, -1.88, 0.32], [-1.70, 1.22, -0.83], [0.11, 1.53, 1.14]],
  "multiplicity": 1,
  "homo_energy_ev": -8.340,
  "total_energy_ha": -679.653996,
  "gap_ev": 8.9,
  "max_force_ev_per_a": 5.02,
  "e_above_lowest_kcal_mol": 82.3,
  "total_charge": 0
}

{
  "formula": "C7H8F2N5O",
  "method": "ωB97M-V with the def2-TZVPD basis set",
  "species": ["C", "C", "C", "C", "C", "C", "C", "N", "N", "N", "N", "N", "O", "F", "F", "H", "H", "H", "H", "H", "H", "H", "H"],
  "xyz": [[-0.385, 2.597, 0.327], [0.495, 1.905, -0.563], [-0.208, 1.038, 1.893], [0.707, 0.360, 1.165], [2.107, -1.177, 0.459], [-1.941, -0.744, -1.131], [-2.472, -1.594, 0.026], [-0.815, 2.144, 1.504], [1.270, -0.839, 1.489], [2.844, -2.163, 0.488], [1.966, -0.175, -0.526], [0.957, 0.692, -0.160], [-0.800, -0.398, -1.075], [-1.688, -1.337, 1.109], [-3.677, -1.220, 0.275], [-0.713, 3.578, 0.177], [0.463, 2.181, -1.567], [-0.338, 0.600, 2.904], [-2.729, -0.485, -1.860], [1.418, -1.022, 2.507], [-2.422, -2.724, -0.172], [3.488, -2.357, -0.280], [2.597, -0.240, -1.357]],
  "atomic_forces_ev_per_a": [[0.96, -1.54, -0.22], [-1.54, -0.31, 2.01], [-0.76, 0.01, 2.17], [-0.30, -0.90, -1.95], [0.82, -0.16, -0.50], [-0.57, -0.71, 1.01], [2.22, -2.23, -0.81], [1.23, -0.54, 0.04], [-0.59, 1.94, 1.36], [1.27, -1.35, -0.17], [0.26, -0.65, -1.03], [1.82, 1.37, 3.12], [-0.48, -0.18, -1.54], [0.03, -0.11, 0.25], [-2.75, 0.68, 0.65], [-0.47, 1.22, -1.29], [0.88, 0.42, -1.54], [-0.57, 0.63, -0.61], [0.48, 0.22, -0.36], [0.10, -0.40, -1.59], [-0.07, 1.45, 0.15], [-0.43, 0.23, 0.16], [-1.54, 0.90, 0.67]],
  "multiplicity": 1,
  "homo_energy_ev": -12.969,
  "total_energy_ha": -819.942789,
  "gap_ev": 8.2,
  "max_force_ev_per_a": 3.87,
  "e_above_lowest_kcal_mol": 13.2,
  "total_charge": 1
}

{
  "formula": "C4H16BCl5CoCrN4O28",
  "method": "ωB97M-V with the def2-TZVPD basis set",
  "species": ["Cr", "Co", "Cl", "O", "O", "O", "O", "Cl", "O", "O", "O", "O", "Cl", "O", "O", "O", "O", "Cl", "O", "O", "O", "O", "Cl", "O", "O", "O", "O", "B", "H", "H", "H", "H", "C", "N", "O", "O", "H", "H", "H", "C", "N", "O", "O", "H", "H", "H", "C", "N", "O", "O", "H", "H", "H", "C", "N", "O", "O", "H", "H", "H"],
  "xyz": [[2.058, -1.218, 0.108], [-1.540, 1.192, 0.853], [1.262, -4.517, 0.085], [1.826, -3.384, 0.825], [0.854, -5.532, 0.987], [0.123, -3.996, -0.643], [2.262, -5.015, -0.804], [3.692, 1.683, -1.701], [2.766, 1.791, -2.788], [3.176, 0.677, -0.788], [4.954, 1.168, -2.168], [3.860, 2.975, -1.091], [0.057, 4.499, 0.255], [-0.684, 5.426, 1.048], [1.448, 4.531, 0.659], [-0.529, 3.154, 0.453], [-0.051, 4.775, -1.118], [2.969, -1.129, 3.378], [3.683, -0.266, 4.263], [3.831, -2.153, 2.910], [1.786, -1.725, 4.006], [2.481, -0.338, 2.240], [-0.394, 2.323, 4.150], [-0.584, 3.707, 3.864], [0.895, 2.165, 4.715], [-1.446, 1.858, 5.044], [-0.541, 1.534, 2.950], [-0.030, -0.467, 0.191], [0.119, 0.496, 0.776], [-1.128, -0.532, -0.046], [0.534, -0.481, -0.790], [0.218, -1.396, 0.784], [-0.693, 2.899, -4.151], [-0.814, 1.928, -3.013], [-1.489, 2.274, -2.068], [-0.264, 0.855, -3.132], [0.201, 2.695, -4.729], [-0.709, 3.928, -3.813], [-1.600, 2.583, -4.671], [1.125, -1.889, -3.834], [2.318, -2.267, -3.054], [2.328, -2.178, -1.843], [3.220, -2.742, -3.685], [1.016, -2.620, -4.635], [1.340, -0.981, -4.394], [0.182, -1.878, -3.300], [-2.272, -1.169, 4.198], [-2.534, -1.137, 2.748], [-2.700, -0.036, 2.228], [-2.287, -2.140, 2.115], [-2.719, -2.002, 4.738], [-2.743, -0.276, 4.609], [-1.227, -1.129, 4.509], [-4.196, -1.502, -0.894], [-3.531, -0.233, -1.332], [-3.640, 0.003, -2.508], [-3.112, 0.510, -0.469], [-5.261, -1.318, -1.010], [-3.971, -1.563, 0.170], [-3.895, -2.417, -1.390]],
  "atomic_forces_ev_per_a": [[1.94, -0.08, 1.01], [1.47, 1.66, 1.07], [-0.39, 0.82, -0.72], [0.45, 0.65, 0.34], [-0.17, -0.33, 0.64], [0.05, -0.28, -0.22], [0.16, -0.16, -0.43], [0.93, 0.48, -0.53], [-0.55, -0.02, -0.66], [-0.78, -0.65, 1.36], [0.13, 0.24, -0.15], [-0.16, -1.06, 0.17], [1.79, 0.11, 2.04], [-0.54, 0.11, -0.08], [-1.41, -0.63, -0.31], [-0.49, -1.31, 0.38], [-0.37, 0.51, -2.05], [-1.42, -0.69, 1.36], [-0.37, 0.16, 0.03], [0.58, -0.73, -0.64], [1.08, 0.67, -0.26], [-0.19, 0.02, -1.86], [-0.75, 1.63, 1.52], [-0.49, 0.20, -0.44], [0.29, -0.93, 0.09], [0.24, -0.12, 0.19], [-0.04, -1.20, -2.18], [-1.12, 0.21, -0.03], [1.32, 1.69, 1.17], [-2.06, -0.97, -0.98], [0.61, 0.70, -2.13], [0.02, -1.52, 1.67], [-0.43, -0.67, 0.02], [0.81, 0.66, 0.45], [-0.10, -0.21, -0.11], [-0.19, -0.19, -0.13], [0.00, -0.26, 0.15], [-0.22, -0.14, 0.35], [0.12, 0.67, -0.56], [-0.70, -0.12, -1.32], [-0.35, -0.56, -0.30], [0.03, 0.52, 0.78], [0.46, 0.05, -0.12], [0.29, -0.34, 0.29], [0.02, 0.39, 0.67], [0.43, 0.39, 0.64], [-1.38, 0.97, 2.03], [3.05, -1.20, -0.28], [-0.88, 0.44, 0.03], [-1.02, 0.35, 0.17], [-0.09, -0.44, -0.83], [0.26, 0.15, -0.16], [0.31, 0.07, -1.07], [0.00, 0.21, 1.70], [-1.19, -1.16, -0.87], [0.69, 0.56, 0.04], [-0.09, 0.56, -0.16], [0.03, -0.02, -0.20], [0.00, -0.26, -0.09], [0.38, 0.41, -0.47]],
  "multiplicity": 8,
  "homo_energy_ev": [-4.741, -4.837],
  "total_energy_ha": -7239.127590,
  "gap_ev": [7.1, 6.9],
  "max_force_ev_per_a": 3.29,
  "s2": 15.7618,
  "e_above_lowest_kcal_mol": 72.0,
  "total_charge": -2
}